This record from the Open Molecules 2025 dataset describes a single C6H5Cl2NO4 molecule in a non-equilibrium geometry. The level of theory is ωB97M-V/def2-TZVPD.

Computed properties:
E_LUMO (Ha): 0.0043
Gap between HOMO and LUMO (eV): 9.28
F_max (eV/Å): 3.98
Structure (SMILES): O=[N+]([O-])C(Cl)(Cl)[C@@H](O)c1ccco1
HOMO (eV): -9.2
Total energy (Ha): -1507.5743
Total charge: 0

Element x y z (Å)
O1 -1.3018 2.4744 1.9031
N1 -1.9678 1.5029 1.7909
O2 -2.9975 1.2363 2.3520
C1 -1.5034 0.5584 0.6532
Cl1 -2.2711 -0.9687 0.6312
Cl2 -1.9471 1.6302 -0.6834
C2 0.0214 0.3634 0.8489
O3 0.1531 -0.3534 2.0927
C3 0.6252 -0.2835 -0.3226
C4 0.9537 -1.5821 -0.7713
C5 1.4980 -1.4215 -2.0382
C6 1.5666 -0.0712 -2.2291
O4 0.9665 0.5935 -1.2463
H1 0.5243 1.3478 0.9453
H2 0.8837 -0.8788 2.0054
H3 1.0029 -2.5329 -0.3359
H4 2.0784 -2.1856 -2.4751
H5 1.7150 0.5705 -3.1210